The following is a DFT calculation (the ωB97M-V functional and the def2-TZVPD basis) of a molecular structure, C47H58N8O9SbSi3Tc at a distorted geometry.

As for the spin multiplicity: 4. For the electronic energy, the calculation gives -112393.61994 eV. As for the charge: +1. The value obtained for the LUMO energy (spin up / spin down) is -3.949 / -3.853 eV. Its maximum force is 1.5 eV Å⁻¹. For the gap between HOMO and LUMO (spin up / spin down), the calculation gives 0.179 / 0.182 hartree.

Last column: Mulliken spin population.
Geometry (Å):
1 Tc 0.19823 -0.48076 -0.19658  2.741
2 C 2.71361 -0.45207 2.25440  0.021
3 N 2.76532 -0.35730 0.79774  0.022
4 C 3.75198 -1.20077 0.14243  0.002
5 C 3.21366 -2.59061 0.14553  -0.006
6 N 1.98361 -2.83811 -0.18393  -0.028
7 C 1.83124 -4.21278 -0.03201  0.018
8 C 0.73520 -5.03902 -0.27391  0.011
9 C 0.90377 -6.39578 -0.08666  0.001
10 C 2.12878 -6.94163 0.33199  0.000
11 C 3.22426 -6.13958 0.58156  0.000
12 C 3.04403 -4.77394 0.39397  0.004
13 N 3.91293 -3.69999 0.51550  -0.001
14 C 1.33088 -0.76604 2.75118  0.040
15 N 0.25349 -0.78867 2.00954  0.039
16 C -0.81137 -1.06536 2.87961  0.072
17 C -2.17922 -1.17143 2.65986  -0.016
18 C -2.98066 -1.49316 3.73653  0.002
19 C -2.44692 -1.71091 5.01466  -0.001
20 C -1.09433 -1.58237 5.25526  0.000
21 C -0.30275 -1.24390 4.16546  0.009
22 N 1.05813 -1.01766 4.04996  0.006
23 H 3.38802 -1.24476 2.59092  0.000
24 H 3.04281 0.48089 2.72479  -0.001
25 H 2.80488 0.60329 0.48188  0.003
26 H 4.74474 -1.17542 0.61333  -0.001
27 H 3.84702 -0.84668 -0.88141  0.008
28 H -0.22042 -4.63073 -0.57916  -0.005
29 H 0.07029 -7.05907 -0.27251  0.000
30 H 2.21684 -8.01191 0.45583  0.000
31 H 4.17264 -6.55322 0.89670  0.000
32 H 4.87365 -3.73653 0.80917  0.000
33 H -2.60428 -1.00729 1.68660  -0.004
34 H -4.04849 -1.58175 3.59177  0.000
35 H -3.10945 -1.97216 5.82806  0.000
36 H -0.66905 -1.74026 6.23684  0.000
37 H 1.72948 -1.05549 4.79781  -0.001
38 O -2.65681 -3.39874 -0.81321  0.025
39 C -2.19457 -2.29422 -0.63063  0.004
40 O -0.91451 -2.09757 -0.39970  0.091
41 C -3.09624 -1.08696 -0.60535  0.019
42 C -4.45814 -1.29954 -0.45827  0.003
43 C -5.31413 -0.22020 -0.33106  0.006
44 C -4.83837 1.07878 -0.34094  -0.007
45 C -3.49512 1.28215 -0.55342  -0.023
46 C -2.58865 0.21866 -0.72032  0.018
47 O -1.33515 0.48179 -0.93722  0.045
48 N -3.00397 2.66112 -0.51910  0.000
49 O -3.49699 3.40763 0.31103  0.002
50 O -2.15089 2.98499 -1.31419  0.001
51 N -6.75196 -0.44880 -0.15195  -0.001
52 O -7.47169 0.52610 -0.13054  0.001
53 O -7.12203 -1.59510 -0.03663  0.001
54 H -4.83558 -2.31217 -0.42628  0.000
55 H -5.50848 1.91425 -0.19680  0.000
56 C 3.44055 1.93499 -2.91403  0.000
57 Si 1.67483 1.96945 -3.55830  0.006
58 C 0.59124 3.32019 -2.89442  0.002
59 C 1.67641 2.09113 -5.42153  -0.005
60 Sb 0.86246 -0.38586 -2.80727  -0.079
61 Si -1.17421 -0.91161 -4.35879  0.020
62 C -1.81448 -2.62278 -4.00852  0.005
63 C -2.41181 0.47232 -4.11638  0.009
64 C -0.52567 -0.91822 -6.11349  -0.004
65 Si 2.67008 -1.97089 -3.82088  -0.014
66 C 4.33602 -2.14039 -2.97575  0.003
67 C 1.93732 -3.65782 -4.12820  0.001
68 C 3.07948 -1.18992 -5.47817  -0.009
69 H 3.95918 2.87586 -3.11451  0.001
70 H 4.00100 1.13317 -3.39762  -0.001
71 H 3.46010 1.75783 -1.83901  0.001
72 H 1.08548 4.28827 -3.00485  0.002
73 H 0.33824 3.17767 -1.84983  -0.001
74 H -0.34977 3.34837 -3.44717  -0.001
75 H 2.11411 3.05406 -5.69991  -0.001
76 H 0.66016 2.06653 -5.81519  0.000
77 H 2.25446 1.31217 -5.90592  0.001
78 H -2.25722 -2.74458 -3.02106  -0.003
79 H -1.01731 -3.35920 -4.10707  -0.001
80 H -2.58583 -2.86084 -4.74634  0.001
81 H -3.34726 0.08482 -3.70826  0.000
82 H -2.63266 0.94600 -5.07437  0.001
83 H -2.04205 1.24139 -3.43597  -0.004
84 H 0.16999 -1.73947 -6.28276  0.000
85 H -0.03970 0.01252 -6.40041  0.001
86 H -1.38019 -1.06760 -6.77943  0.000
87 H 4.32301 -2.84409 -2.14356  0.000
88 H 4.74123 -1.18931 -2.63164  0.000
89 H 5.02399 -2.52805 -3.73104  0.000
90 H 1.55477 -4.12701 -3.21861  0.000
91 H 2.71251 -4.30512 -4.54487  0.000
92 H 1.12408 -3.60478 -4.85197  0.000
93 H 3.78035 -0.36173 -5.36654  0.000
94 H 2.20533 -0.82713 -6.00847  0.002
95 H 3.55848 -1.94540 -6.10672  -0.001
96 C -0.69960 2.07351 7.03179  0.000
97 C -1.54952 2.31228 5.80896  0.000
98 C -2.88225 1.89200 5.84097  0.000
99 C -3.71277 2.06251 4.73442  0.000
100 C -3.22407 2.67066 3.61252  0.000
101 C -1.89203 3.13923 3.56726  0.000
102 N -1.57089 3.81460 2.42741  0.000
103 C -0.31894 4.32038 1.97870  -0.001
104 C 0.00928 5.63842 2.27272  -0.001
105 C 1.18935 6.19714 1.81230  0.001
106 C 2.04843 5.42942 1.03336  0.000
107 C 1.70129 4.12353 0.72455  0.002
108 C 0.51755 3.55887 1.18392  -0.010
109 C 0.12523 2.15317 0.85030  -0.031
110 O -0.95327 1.72177 1.20712  0.087
111 O 0.96973 1.42760 0.13203  -0.098
112 C -1.03182 2.94417 4.67601  0.000
113 C 0.40408 3.39881 4.65891  0.001
114 H -1.25648 1.50117 7.76948  0.000
115 H -0.39702 3.01102 7.50112  0.000
116 H 0.20944 1.52113 6.79624  0.000
117 H -3.26679 1.41855 6.73390  0.000
118 H -4.73682 1.71893 4.75989  0.000
119 H -3.85991 2.81914 2.74811  0.000
120 H -2.24314 3.66550 1.67148  0.000
121 H -0.68015 6.21339 2.87772  0.000
122 H 1.43379 7.22231 2.05350  0.000
123 H 2.97513 5.84637 0.66255  0.000
124 H 2.34316 3.52888 0.10590  0.000
125 H 0.48929 4.46968 4.48020  0.000
126 H 0.97336 2.89788 3.87195  0.000
127 H 0.89035 3.19381 5.60540  0.000